Record 1
Formula: C35H50F17LiN5O15P2
Source: OMol25
Level of theory: wB97M-V/def2-TZVPD

Calculated values
Total charge ... -1
HOMO-LUMO gap ... 10.7 eV
E_HOMO ... -8.9 eV

The geometry in XYZ format:
```
125
Properties=species:S:1:pos:R:3:forces:R:3
Li 0.6016 -0.2471 -1.7239 0.451 0.047 -0.117
P -0.7862 0.0471 0.9245 2.186 -0.191 -0.148
F -0.6501 -0.8272 -0.4828 -1.285 -0.242 0.841
F -1.8008 -1.0707 1.5900 0.937 1.364 -0.995
F 0.5840 -0.7805 1.3896 -0.899 -0.388 0.529
F -0.6698 0.8382 2.3441 -0.958 -0.056 -0.799
F 0.2556 1.0870 0.2336 0.061 0.609 0.163
F -1.9543 0.9775 0.2864 -0.229 -0.958 1.131
P 1.2625 -2.2509 -3.5705 -1.258 -1.404 -2.854
F -0.3625 -2.0488 -3.4011 0.252 0.793 -0.378
F 1.3617 -2.1143 -2.0180 0.429 0.154 2.560
F 0.9933 -3.8076 -3.5237 -0.130 -1.376 0.989
F 2.8069 -2.5696 -3.6962 1.520 0.733 0.611
F 1.1718 -2.3845 -5.1498 -0.635 1.073 -1.142
F 1.4771 -0.6283 -3.6972 -0.005 -0.179 0.124
C -0.3992 0.3629 -6.4786 -0.127 0.342 0.445
C -0.0282 1.8095 -5.9966 -0.157 -1.888 -0.735
C -1.0203 2.2496 -4.9339 0.495 0.803 0.502
C -0.9078 1.4422 -3.7042 -0.143 -0.807 1.298
N -0.7838 0.8170 -2.7304 -0.242 1.518 -1.982
H -1.4450 0.2820 -6.7750 0.031 0.438 -0.840
H -0.4345 -0.3880 -5.6892 0.691 0.291 0.534
H 0.3089 -0.0272 -7.2096 -0.293 0.143 -0.206
H -0.0177 2.5309 -6.8136 -0.391 -0.068 -0.132
H 1.0122 1.7860 -5.6722 -0.144 0.102 0.603
H -2.0478 2.3236 -5.2902 -0.070 -0.678 -0.026
H -0.8007 3.2862 -4.6783 0.197 0.083 0.427
C -5.0330 -1.9679 0.5984 -0.175 -0.826 -0.348
C -5.1165 -1.1163 -0.6460 -1.076 0.691 -0.703
C -3.8659 -1.0032 -1.5210 -0.153 -0.115 -0.221
C -4.1383 -0.4849 -2.8941 -0.621 1.153 -1.962
N -4.3948 -0.0596 -3.9619 0.766 -1.156 3.009
H -5.9952 -1.9325 1.1092 0.280 0.684 0.536
H -4.1565 -1.7008 1.1887 -0.360 0.063 0.335
H -4.9961 -3.0414 0.4129 0.556 -0.129 -0.528
H -5.4260 -0.1148 -0.3469 0.274 0.294 0.216
H -5.9666 -1.3734 -1.2778 -0.017 -0.615 -0.013
H -3.4212 -1.9903 -1.6481 0.204 0.026 -0.008
H -3.1725 -0.3496 -0.9917 0.302 -0.127 -0.472
C 6.5510 1.3119 -4.1394 -0.751 0.918 1.925
C 5.4398 0.6739 -3.2421 -0.263 -0.287 -1.524
C 4.8793 1.4743 -2.0451 -0.748 -0.145 0.015
C 3.6177 0.8378 -1.5609 -2.771 -2.168 1.869
N 2.6214 0.3160 -1.1733 3.861 2.203 -1.640
H 6.1806 2.2609 -4.5272 -0.047 -0.173 -0.569
H 6.9805 0.6569 -4.8974 -0.344 0.050 0.113
H 7.3214 1.6406 -3.4419 0.527 -0.218 -0.150
H 5.7578 -0.3526 -3.0597 -0.012 0.096 0.920
H 4.5476 0.5093 -3.8463 -0.002 0.002 -0.375
H 4.4577 2.4395 -2.3257 0.348 0.309 -0.656
H 5.5437 1.7339 -1.2209 0.046 -0.509 0.129
C 1.3638 5.6594 0.1154 0.123 -1.360 -0.040
C 0.5149 4.3266 0.1528 0.313 1.451 0.437
C -0.0189 3.8806 -1.1909 -0.692 0.535 -0.311
C 1.0247 3.6836 -2.1632 -0.304 -0.594 0.603
N 1.8622 3.4147 -2.8850 1.097 -0.069 -1.047
H 0.9380 6.5292 -0.3850 -0.506 -0.216 0.061
H 2.2925 5.4408 -0.4116 0.148 0.043 0.000
H 1.6359 5.9294 1.1358 -0.064 0.060 -0.032
H -0.3283 4.4865 0.8249 -0.119 -0.121 0.025
H 1.1196 3.5290 0.5843 0.036 0.090 -0.033
H -0.6675 4.6275 -1.6488 -0.225 0.349 0.244
H -0.6314 2.9808 -1.1330 0.291 -0.237 0.089
C 4.4097 -2.0513 1.6164 -0.266 -0.840 -0.460
C 3.3701 -2.8665 0.7886 0.593 0.122 0.084
C 4.0652 -3.5237 -0.4245 -0.060 0.218 -0.628
C 5.0173 -4.5952 -0.1546 0.390 -1.262 0.419
N 5.7717 -5.4628 -0.0220 -0.608 0.863 0.022
H 4.9796 -1.4274 0.9279 0.108 0.020 0.087
H 5.0633 -2.7972 2.0687 0.380 0.163 -0.027
H 4.0872 -1.4079 2.4351 -0.596 -0.097 -0.161
H 2.5079 -2.2928 0.4487 0.274 0.272 -0.165
H 2.9465 -3.7032 1.3441 0.042 0.071 0.424
H 4.6776 -2.8807 -1.0567 -0.245 0.838 0.198
H 3.3221 -3.8839 -1.1360 -0.129 -0.285 0.102
C -4.6963 2.8721 -0.1729 1.485 -0.353 -0.157
C -3.5121 3.7959 0.2366 -0.357 -2.080 -1.527
O -3.4435 3.5835 1.5563 0.903 0.063 2.933
C -4.5338 2.9916 2.0667 -1.002 -0.729 2.763
O -4.7043 2.7412 3.2501 0.471 0.803 -2.901
O -5.3853 2.7115 1.0725 -0.691 0.093 -0.574
F -3.7391 5.0907 0.0148 -0.163 1.343 -0.611
H -4.2840 1.8952 -0.4254 0.194 -0.086 0.041
H -5.2406 3.1577 -1.0730 -0.638 0.543 0.728
H -2.5420 3.4610 -0.1306 -0.125 0.437 -0.705
C 3.7078 1.2849 3.7214 1.266 -0.318 -0.401
C 2.4947 1.7984 3.0680 -0.386 1.159 0.458
O 3.0674 2.7772 2.2206 -2.925 1.214 -1.593
C 4.2429 2.4315 1.7844 2.027 0.642 -0.282
O 4.8943 2.9805 0.9135 -1.258 -1.494 1.573
O 4.6357 1.4522 2.6193 1.998 -1.683 0.221
F 1.8078 2.5387 3.9472 -1.244 0.259 0.947
H 3.6596 0.2677 4.1103 0.253 -0.072 -0.529
H 4.0042 1.9440 4.5374 -0.033 0.112 -0.040
H 1.8068 1.0942 2.6000 0.203 0.117 -0.541
C -3.8744 -0.2286 3.7833 -1.748 -1.854 0.159
C -4.2913 -0.5051 5.2251 1.466 0.827 -0.288
O -5.5534 -1.0500 5.1451 -0.987 -0.670 -0.236
C -6.1701 -0.6205 3.9784 -2.074 0.345 0.077
O -7.3899 -0.6782 3.7441 4.489 -0.028 0.697
O -5.2047 -0.0926 3.2229 -0.753 0.816 -1.516
F -4.4189 0.6684 5.9187 0.236 0.369 0.418
H -3.5473 -1.1921 3.3924 0.523 0.058 -0.021
H -3.1709 0.5510 3.4911 -0.580 0.252 0.438
H -3.5417 -1.1313 5.7089 -0.578 -0.226 0.335
C 0.3815 -1.0244 4.8303 0.580 1.010 0.119
C 1.1565 -2.3204 4.8210 -1.332 0.465 -0.680
O 0.1318 -3.2327 4.6253 -1.263 -1.341 -0.979
C -1.1411 -2.6608 4.7496 -0.847 -2.287 0.656
O -2.2139 -3.2245 4.7094 2.455 0.829 -0.279
O -0.9705 -1.4111 5.0888 0.250 1.966 -0.232
F 1.7064 -2.5617 6.0135 0.844 -0.258 1.378
H 0.4819 -0.5103 3.8744 -0.407 -0.084 -0.050
H 0.7280 -0.3569 5.6193 -0.176 -0.089 0.065
H 1.9361 -2.4004 4.0634 -0.162 -0.140 -0.129
C -0.4727 -3.8253 0.6797 0.021 -0.368 0.830
C -1.3023 -4.1340 -0.5462 -1.276 1.377 2.365
O -2.2329 -5.1361 -0.1072 0.494 0.724 -0.239
C -2.1519 -5.2479 1.2638 -2.174 -2.795 -0.970
O -2.8638 -6.0224 1.8650 1.053 1.430 -0.495
O -1.2080 -4.5025 1.7239 1.831 1.074 1.333
F -0.5901 -4.5280 -1.5584 0.573 -0.759 -1.401
H -0.4622 -2.7727 0.9627 0.143 -0.347 -0.324
H 0.5436 -4.2030 0.5680 -0.020 -0.238 0.286
H -1.8000 -3.1736 -0.6802 -0.642 -0.319 -1.312
```
Positions in Å, forces in eV/Å.

Record 2
Formula: C16H15BrMoN2S2
Source: OMol25
Level of theory: wB97M-V/def2-TZVPD

Calculated values
Total charge ... +2
2S+1 ... 3
HOMO-LUMO gap (alpha / beta) ... 5.8 / 5.8 eV
E_HOMO (alpha / beta) ... -14.3 / -14.3 eV

The geometry in XYZ format:
```
37
Properties=species:S:1:pos:R:3:forces:R:3
Mo 0.0897 0.3352 -0.4107 0.673 0.567 -0.491
Br -4.7677 3.1140 -5.3953 -0.043 0.056 -0.086
C -3.9223 2.1999 -4.0092 -0.055 -0.104 0.124
C -4.6758 1.3980 -3.1501 0.079 0.023 -0.019
C -4.0625 0.7177 -2.1182 -0.161 0.097 -0.151
C -2.6860 0.8376 -1.9419 0.359 -0.256 0.449
C -1.9368 1.6349 -2.7917 -0.129 0.170 -0.273
C -2.5539 2.3175 -3.8292 0.148 -0.027 0.070
N -1.9833 0.1558 -0.8736 -0.207 0.042 -0.082
C -2.5998 -0.6351 -0.0717 -0.058 -0.326 0.381
C -1.8848 -1.3071 1.0272 -0.049 0.231 -0.314
C -2.5095 -2.1564 1.9088 0.092 -0.066 0.117
C -1.7457 -2.7422 2.9228 -0.135 0.013 -0.067
C -0.3974 -2.4570 3.0136 0.181 0.095 -0.062
C 0.1709 -1.5897 2.0896 -0.113 -0.088 0.077
N -0.5561 -1.0282 1.1195 -0.041 0.068 -0.092
H -5.7433 1.3112 -3.2906 -0.019 0.008 -0.016
H -4.6992 0.1193 -1.4833 0.058 -0.016 0.048
H -0.8691 1.7381 -2.6669 -0.031 -0.004 -0.005
H -1.9675 2.9378 -4.4918 -0.018 0.008 -0.016
H -3.6612 -0.8298 -0.1747 0.032 -0.033 0.035
H -3.5669 -2.3611 1.8150 -0.009 -0.006 0.001
H -2.2118 -3.4141 3.6307 -0.005 -0.008 0.008
H 0.2247 -2.8900 3.7834 -0.021 -0.020 0.019
H 1.2233 -1.3354 2.1217 -0.009 -0.020 0.021
C 3.3455 2.4965 0.3231 -0.056 -0.084 0.095
C 2.2662 1.8413 -0.4971 0.007 -0.171 0.085
S 0.6637 2.5074 -0.3671 -0.268 0.028 0.048
C 2.5412 0.7735 -1.3424 0.016 -0.008 0.192
C 3.9277 0.2129 -1.4867 -0.037 -0.060 0.030
S 1.2922 0.0136 -2.2828 -0.208 -0.131 -0.104
H 2.9223 3.0845 1.1335 -0.002 0.033 -0.024
H 3.9206 3.1654 -0.3212 0.007 0.011 0.003
H 4.0312 1.7656 0.7472 0.007 0.002 0.017
H 4.6786 0.9533 -1.2264 0.021 0.007 -0.023
H 4.0943 -0.1024 -2.5162 -0.016 -0.023 0.008
H 4.0685 -0.6606 -0.8474 0.009 -0.009 0.001
```
Positions in Å, forces in eV/Å.

Record 3
Formula: C33H30F2N6O5S3W
Source: OMol25
Level of theory: wB97M-V/def2-TZVPD

Calculated values
Energy relative to the best compared isomer or geometry (same formula, charge and spin) ... 22.0 kJ/mol
Total charge ... -1
2S+1 ... 2
HOMO-LUMO gap (alpha / beta) ... 6.7 / 6.6 eV
E_HOMO (alpha / beta) ... -5.5 / -5.0 eV

The geometry in XYZ format:
```
80
Properties=species:S:1:pos:R:3:forces:R:3
W -0.7052 0.6077 0.1185 -0.240 0.320 0.195
O 0.8822 0.5000 -1.0758 0.161 -0.041 0.017
N 1.6624 1.5669 -1.4053 -0.071 0.021 -0.049
C 2.8130 1.2664 -2.0462 -0.004 -0.047 -0.009
C 3.6482 2.2572 -2.4620 -0.005 0.021 0.008
C 3.2784 3.5872 -2.2118 0.010 -0.006 -0.002
C 2.1044 3.8623 -1.5697 -0.007 0.019 0.002
C 1.2400 2.8303 -1.1421 0.049 -0.018 -0.022
S -0.2379 3.1047 -0.3604 -0.012 -0.178 0.022
H 3.0003 0.2127 -2.1745 0.010 0.022 -0.001
H 4.5696 1.9998 -2.9605 -0.001 -0.007 -0.002
H 3.9212 4.3978 -2.5285 -0.002 0.002 0.000
H 1.7908 4.8757 -1.3675 0.001 0.000 -0.001
O -5.5415 1.1800 -5.1741 -0.066 -0.060 0.061
C -4.4140 0.7016 -5.3366 0.144 0.128 -0.126
O -3.8641 0.2339 -6.3616 -0.001 -0.126 0.059
C -3.5090 0.6893 -4.0784 0.001 -0.066 -0.036
C -2.1480 0.4405 -4.1973 0.008 -0.011 0.028
C -1.3477 0.4157 -3.0729 -0.014 0.065 0.020
N -1.8484 0.6246 -1.8535 0.053 -0.104 -0.007
C -3.1607 0.8557 -1.7240 0.013 0.056 -0.034
C -4.0192 0.9091 -2.8029 -0.009 0.007 0.059
C -3.6041 1.0739 -0.3013 -0.049 0.011 -0.005
O -4.7452 1.2999 0.0049 0.006 -0.048 0.021
O -2.5914 1.0256 0.5509 0.101 0.040 -0.085
H -1.7277 0.2663 -5.1775 -0.021 0.013 -0.023
H -0.2875 0.2087 -3.1306 -0.008 -0.006 0.006
H -5.0691 1.1228 -2.6607 -0.006 -0.013 -0.016
F -2.4239 -1.7978 -0.4193 -0.048 0.018 0.146
C -1.1393 -1.5518 0.0747 0.020 0.037 0.006
F -1.1315 -2.1608 1.3265 0.052 -0.066 -0.019
H -0.4827 -2.1674 -0.5502 -0.006 0.022 -0.073
C -2.4590 -3.0731 -3.0536 0.011 0.010 -0.024
N -1.8841 -2.8345 -4.3528 -0.046 0.040 -0.017
C -2.7296 -2.7535 -5.5418 0.053 0.047 -0.020
C -1.7661 -2.2472 -6.6245 -0.002 0.011 -0.018
N -0.4757 -2.3450 -5.9437 0.012 -0.028 0.016
C -0.5993 -2.5905 -4.6200 -0.044 -0.073 -0.015
S 0.6948 -2.6105 -3.5396 0.061 0.042 -0.014
H -3.1040 -2.2407 -2.7639 0.014 -0.029 -0.025
H -1.6605 -3.1672 -2.3236 -0.034 -0.016 -0.054
H -3.0507 -3.9912 -3.0723 0.002 -0.010 0.012
H -3.5421 -2.0414 -5.4001 -0.048 -0.005 0.031
H -3.1414 -3.7412 -5.7690 -0.011 0.017 0.007
H -2.0244 -1.2224 -6.8946 0.013 0.024 -0.001
H -1.7823 -2.8723 -7.5169 -0.004 0.002 0.003
H 0.3879 -1.9757 -6.2952 -0.006 0.011 -0.007
N 2.1299 -2.3245 -0.5692 0.050 0.067 -0.009
C 3.0507 -2.1499 0.3835 -0.043 -0.063 -0.042
N 3.1147 -3.1325 1.3200 -0.007 0.004 0.042
S 4.1048 -0.8471 0.4123 -0.002 0.016 -0.022
H 1.5615 -3.1525 -0.6326 -0.019 0.001 0.017
H 1.9245 -1.5790 -1.2147 -0.008 -0.039 0.038
H 2.2934 -3.6885 1.4985 -0.013 0.014 0.007
H 3.7050 -2.9365 2.1097 0.008 0.002 -0.008
C 0.0433 0.6587 1.9477 -0.006 0.073 -0.073
C 0.4547 0.7895 3.1263 0.049 -0.159 0.084
C 0.8754 0.9076 4.4031 -0.041 0.025 -0.064
C 2.3203 1.0213 4.6746 0.023 0.000 0.005
C 2.8070 1.7305 5.7765 -0.005 -0.017 -0.001
C 4.1712 1.8590 5.9866 -0.003 0.005 0.007
C 5.0754 1.2876 5.1019 0.005 -0.002 -0.004
C 4.6031 0.5923 3.9956 0.003 0.004 0.004
C 3.2417 0.4606 3.7852 -0.005 0.016 -0.001
C -0.1385 0.9179 5.4748 -0.032 0.016 0.021
C -1.4334 1.3760 5.2100 0.014 -0.001 0.004
C -2.4082 1.3509 6.1921 0.000 0.000 0.000
C -2.1140 0.8667 7.4602 -0.004 0.001 0.000
C -0.8361 0.3996 7.7326 0.005 -0.003 0.001
C 0.1427 0.4233 6.7515 -0.003 0.003 -0.010
H 2.1121 2.2006 6.4599 -0.002 0.003 0.001
H 4.5287 2.4188 6.8422 0.001 -0.001 0.000
H 6.1403 1.3912 5.2686 0.000 -0.001 0.001
H 5.2883 0.1513 3.2824 -0.001 -0.003 -0.003
H 2.8869 -0.0682 2.9094 -0.001 -0.010 -0.009
H -1.6688 1.7481 4.2206 0.002 -0.002 0.000
H -3.4035 1.7096 5.9630 -0.001 -0.001 0.003
H -2.8774 0.8468 8.2275 0.000 0.001 0.000
H -0.6003 0.0039 8.7128 0.000 0.000 0.001
H 1.1289 0.0347 6.9687 0.006 -0.001 -0.001
```
Positions in Å, forces in eV/Å.